No. 1
The ion C5H10N with charge +1 in a non-equilibrium geometry. Source: the Open Molecules 2025 dataset; level of theory: wB97M-V/def2-TZVPD.

Each atom is followed by the atoms it is bonded to, with distances in Å.
Cartesian coordinates (Å):
1 C 1.7921 2.1570 -1.2856  C2 1.226, H7 1.057
2 C 0.9802 1.3809 -0.7944  C1 1.226, C3 1.531
3 C -0.2637 0.5492 -0.4717  C2 1.531, C4 1.586, C5 1.731, H8 1.148
4 C -0.7751 0.8826 0.9916  C3 1.586, H9 1.075, H10 1.207, H11 1.049
5 C -0.7238 -1.1191 -0.4348  C3 1.731, N6 1.518, H12 1.063, H13 1.043
6 N 0.4097 -1.7757 0.3318  C5 1.518, H14 1.022, H15 1.003, H16 1.098
7 H 2.6424 2.7484 -1.4970  C1 1.057
8 H -1.1788 0.8487 -1.0975  C3 1.148
9 H -1.1741 1.8743 0.8809  C4 1.075
10 H 0.1977 0.8423 1.7058  C4 1.207
11 H -1.4663 0.2846 1.5058  C4 1.049
12 H -0.6779 -1.6701 -1.3431  C5 1.063
13 H -1.5892 -1.3373 0.1051  C5 1.043
14 H 0.0101 -2.6409 0.7003  N6 1.022
15 H 0.5945 -1.1623 1.1037  N6 1.003
16 H 1.2223 -1.8622 -0.4008  N6 1.098

Computed properties:
SMILES   C#C[C@H](C)C[NH3+]
E_HOMO   -14.073 eV
Net charge   +1
Relative energy (zero: lowest compared OMol25 entry of this formula, charge and spin)   3.8740 eV
HOMO-LUMO gap   10.18 eV
LUMO level   -3.90 eV

***

No. 2
A cluster of 2 separate species, C3H6N2S2 in total in a non-equilibrium geometry. Source: the Open Molecules 2025 dataset; level of theory: wB97M-V/def2-TZVPD.

Each atom is followed by the atoms it is bonded to, with distances in Å.
Cartesian coordinates (Å):
1 C -1.7641 0.6440 -0.4824  C3 1.498, N4 1.256, H8 1.076
2 C 2.1169 -0.3133 0.4894  S6 1.621, S7 1.722, H9 1.082
3 C -1.7682 -0.7054 0.1686  C1 1.498, H10 1.096, H11 1.086, H12 1.090
4 N -1.0117 1.5642 -0.0776  C1 1.256, N5 1.135
5 N -0.3728 2.4113 0.3256  N4 1.135
6 S 1.5894 -1.7576 -0.0231  C2 1.621
7 S 3.4057 0.6025 -0.1922  C2 1.722, H13 1.336
8 H -2.2983 0.8025 -1.4025  C1 1.076
9 H 1.6669 0.1945 1.3321  C2 1.082
10 H -0.9677 -1.3353 -0.2363  C3 1.096
11 H -2.7171 -1.2021 -0.0108  C3 1.086
12 H -1.6117 -0.6192 1.2435  C3 1.090
13 H 3.7326 -0.2861 -1.1342  S7 1.336

Computed properties:
E_HOMO   -8.146 eV
Relative energy (zero: lowest compared OMol25 entry of this formula, charge and spin)   2.8091 eV
HOMO-LUMO gap   7.74 eV
LUMO level   -0.41 eV